1.
{
  "formula": "C5H9NO",
  "method": "wB97M-V/def2-TZVPD",
  "multiplicity": 1,
  "smiles": "CC1(C)CNC1=O",
  "de_lowest_kcal_mol": 23.7,
  "orbital_gap_ev": 10.51,
  "species": ["C", "C", "C", "C", "N", "C", "O", "H", "H", "H", "H", "H", "H", "H", "H", "H"],
  "xyz": [[1.360, 0.736, -0.010], [0.093, -0.101, 0.144], [0.389, -1.276, 1.067], [-1.132, 0.903, 0.158], [-1.353, 0.510, -1.235], [-0.543, -0.587, -1.162], [-0.479, -1.612, -1.796], [2.213, 0.129, -0.319], [1.587, 1.181, 0.967], [1.237, 1.546, -0.735], [0.764, -0.990, 2.054], [1.188, -1.818, 0.547], [-0.432, -1.990, 1.168], [-1.963, 0.639, 0.821], [-0.895, 1.968, 0.270], [-2.033, 0.763, -1.937]],
  "mulliken_charge": [-1.65, 1.63, -1.51, -0.74, -0.15, 0.04, -0.63, 0.38, 0.37, 0.40, 0.38, 0.35, 0.37, 0.27, 0.31, 0.17]
}

***

2.
{
  "formula": "C2H6N4OS",
  "method": "wB97M-V/def2-TZVPD",
  "multiplicity": 1,
  "smiles": "[H]/N=C/N(O)C(=S)NN",
  "de_lowest_kcal_mol": 119.6,
  "orbital_gap_ev": 8.46,
  "species": ["C", "C", "H", "H", "H", "H", "H", "H", "N", "N", "N", "N", "O", "S"],
  "xyz": [[-0.624, 0.529, -0.058], [1.565, -0.474, 0.029], [-3.097, -0.106, -0.437], [-2.942, -1.045, 0.921], [-0.588, -1.542, -0.385], [2.071, 1.893, -0.397], [1.072, -1.443, -0.064], [3.301, -0.697, 0.913], [-2.660, -0.844, -0.067], [-1.286, -0.668, -0.160], [0.715, 0.561, -0.537], [2.703, -0.083, 0.387], [1.065, 1.871, -0.396], [-1.297, 2.048, 0.251]],
  "mulliken_charge": [0.11, 0.10, 0.26, 0.24, 0.21, 0.34, 0.28, 0.24, -0.71, 0.15, 0.10, -0.59, -0.42, -0.33]
}

***

3.
{
  "formula": "C4H5NO2",
  "method": "wB97M-V/def2-TZVPD",
  "multiplicity": 1,
  "smiles": "Cc1c[nH]oc1=O",
  "de_lowest_kcal_mol": 57.0,
  "orbital_gap_ev": 9.43,
  "species": ["C", "C", "C", "C", "N", "O", "O", "H", "H", "H", "H", "H"],
  "xyz": [[-0.384, 0.345, 0.975], [0.185, 0.042, -0.183], [-0.549, -1.106, -0.737], [1.333, 0.872, -0.721], [-1.348, -0.536, 1.316], [-0.418, -1.723, -1.787], [-1.512, -1.434, 0.248], [0.108, 1.030, 1.807], [1.509, 1.651, -0.077], [1.108, 1.065, -1.837], [2.210, 0.278, -0.868], [-2.242, -0.484, 1.864]],
  "mulliken_charge": [-0.35, 0.57, 0.43, -1.17, -0.07, -0.60, -0.25, 0.25, 0.39, 0.26, 0.29, 0.26]
}

***

4.
{
  "formula": "C2H4N3",
  "method": "wB97M-V/def2-TZVPD",
  "multiplicity": 1,
  "smiles": "[NH+]#CN1CN1",
  "de_lowest_kcal_mol": 90.4,
  "total_charge": 1,
  "orbital_gap_ev": 10.90,
  "species": ["C", "C", "N", "N", "N", "H", "H", "H", "H"],
  "xyz": [[-0.723, -0.866, -0.453], [0.650, 0.694, 0.958], [0.304, 1.404, -0.246], [0.423, -0.029, -0.279], [-1.378, -1.686, -0.918], [1.736, 0.595, 1.294], [-0.130, 0.687, 1.605], [1.004, 1.778, -0.728], [-1.886, -2.578, -1.232]],
  "mulliken_charge": [0.22, -0.07, -0.31, -0.05, 0.02, 0.25, 0.31, 0.24, 0.40]
}

***

5.
{
  "formula": "C29H39F6INO23S2",
  "method": "wB97M-V/def2-TZVPD",
  "multiplicity": 1,
  "de_lowest_kcal_mol": 0.0,
  "total_charge": 1,
  "orbital_gap_ev": 8.66,
  "species": ["C", "C", "S", "C", "C", "C", "O", "C", "S", "C", "O", "O", "C", "I", "N", "C", "O", "C", "C", "O", "H", "H", "H", "H", "H", "H", "H", "H", "H", "H", "H", "H", "H", "H", "H", "H", "H", "H", "H", "H", "H", "C", "C", "O", "C", "O", "O", "F", "H", "H", "H", "C", "C", "O", "C", "O", "O", "F", "H", "H", "H", "C", "C", "O", "C", "O", "O", "F", "H", "H", "H", "C", "C", "O", "C", "O", "O", "F", "H", "H", "H", "C", "C", "O", "C", "O", "O", "F", "H", "H", "H", "C", "C", "O", "C", "O", "O", "F", "H", "H", "H"],
  "xyz": [[-0.949, 4.565, -0.001], [-0.718, 3.549, -1.111], [0.186, 2.082, -0.540], [-1.128, 0.830, -0.650], [-0.694, -0.517, -1.213], [0.160, -1.286, -0.202], [1.533, -0.962, -0.281], [2.010, -1.315, -1.530], [3.838, -1.437, -1.370], [4.541, 0.161, -1.686], [4.318, -2.407, -2.312], [4.054, -1.720, 0.023], [1.473, -0.314, -2.546], [2.278, -0.750, -4.504], [-0.027, -0.457, -2.594], [-0.640, 0.539, -3.521], [-2.013, 0.243, -3.544], [-2.753, 1.120, -4.380], [-2.725, 0.756, -5.835], [-3.373, 2.069, -3.909], [-1.134, 4.062, 0.940], [-1.790, 5.207, -0.228], [-0.084, 5.201, 0.138], [-0.158, 4.008, -1.917], [-1.671, 3.245, -1.528], [-1.981, 1.212, -1.194], [-1.491, 0.612, 0.346], [-1.599, -1.095, -1.356], [0.049, -2.362, -0.346], [-0.176, -1.054, 0.797], [1.667, -2.304, -1.846], [3.913, 0.930, -1.256], [5.492, 0.114, -1.173], [4.713, 0.290, -2.745], [1.728, 0.705, -2.305], [-0.210, -1.359, -3.043], [-0.208, 0.382, -4.503], [-0.438, 1.549, -3.182], [-1.921, 1.250, -6.364], [-2.659, -0.322, -5.926], [-3.677, 1.042, -6.242], [-5.610, 2.821, -0.036], [-4.648, 3.166, -1.151], [-3.472, 3.523, -0.446], [-3.485, 2.854, 0.727], [-2.529, 2.706, 1.406], [-4.703, 2.340, 0.972], [-5.062, 4.223, -1.883], [-6.134, 3.705, 0.328], [-6.331, 2.055, -0.301], [-4.411, 2.343, -1.825], [5.409, -2.269, 2.954], [6.567, -1.323, 3.166], [6.868, -1.515, 4.535], [6.495, -2.785, 4.870], [6.824, -3.354, 5.849], [5.694, -3.305, 3.902], [6.214, -0.027, 2.957], [4.455, -1.804, 3.204], [5.361, -2.667, 1.946], [7.451, -1.549, 2.568], [0.557, 1.085, 3.092], [-0.662, 0.419, 3.696], [-0.286, 0.257, 5.050], [0.604, 1.259, 5.342], [0.916, 1.585, 6.430], [1.063, 1.829, 4.200], [-0.889, -0.809, 3.137], [1.296, 0.340, 2.780], [0.334, 1.746, 2.244], [-1.578, 1.003, 3.642], [7.241, -6.404, 2.348], [7.049, -5.399, 1.235], [7.724, -6.002, 0.153], [7.689, -7.358, 0.346], [7.936, -8.160, -0.482], [7.310, -7.634, 1.617], [7.632, -4.201, 1.519], [8.181, -6.235, 2.875], [6.424, -6.421, 3.063], [6.008, -5.225, 0.957], [-6.100, 1.303, -8.960], [-7.425, 0.959, -8.314], [-7.164, -0.323, -7.756], [-5.838, -0.403, -7.497], [-5.321, -1.216, -6.808], [-5.170, 0.602, -8.116], [-8.426, 0.864, -9.213], [-6.037, 0.909, -9.974], [-5.886, 2.367, -8.970], [-7.730, 1.638, -7.516], [-2.219, 0.950, 8.009], [-3.614, 0.383, 8.124], [-4.361, 1.504, 8.561], [-3.731, 2.627, 8.103], [-4.213, 3.704, 8.067], [-2.481, 2.318, 7.676], [-3.697, -0.604, 9.049], [-1.685, 0.900, 8.958], [-1.624, 0.471, 7.238], [-4.036, 0.018, 7.185]],
  "mulliken_charge": [-1.52, 0.21, -0.24, -0.73, 0.16, -1.23, -0.19, -0.15, 1.15, -0.98, -0.64, -0.49, -1.07, 0.32, 0.41, -0.74, -0.36, 0.66, -1.09, -0.52, 0.28, 0.40, 0.44, 0.70, -0.27, 0.13, 0.67, 0.49, 0.43, 0.37, 0.40, 0.27, 0.48, 0.33, 0.51, 0.57, 0.41, 0.40, 0.34, 0.44, 0.23, -0.60, 0.42, -0.16, 0.56, -0.41, -0.37, -0.32, 0.31, 0.32, 0.22, 0.06, 0.41, -0.34, 0.61, -0.49, -0.33, -0.28, 0.22, -0.08, 0.25, 0.13, 0.47, -0.39, 0.55, -0.47, -0.35, -0.31, 0.12, -0.11, 0.36, -0.38, 0.43, -0.33, 0.56, -0.47, -0.33, -0.29, 0.30, 0.25, 0.24, -0.38, 0.27, -0.30, 0.70, -0.49, -0.36, -0.27, 0.27, 0.29, 0.29, -0.17, 0.33, -0.31, 0.62, -0.50, -0.28, -0.28, 0.25, 0.07, 0.27]
}

***

6.
{
  "formula": "C5H8LiO3Y",
  "method": "wB97M-V/def2-TZVPD",
  "multiplicity": 2,
  "s_squared": 0.75,
  "de_lowest_kcal_mol": 0.0,
  "total_charge": 3,
  "orbital_gap_ev": [6.89, 6.35],
  "species": ["C", "C", "H", "H", "H", "Y", "O", "Li", "O", "C", "O", "C", "C", "H", "H", "H", "H", "H"],
  "xyz": [[0.627, 2.503, -3.568], [1.587, 2.957, -2.778], [0.697, 1.547, -4.100], [-0.304, 3.078, -3.692], [1.886, 3.945, -2.409], [1.919, 1.270, -0.953], [-0.116, -1.787, 1.134], [0.046, -3.864, 1.149], [1.269, -2.942, -0.059], [0.887, -1.803, 0.227], [1.288, -0.714, -0.253], [-0.702, -0.550, 1.582], [-1.808, -0.869, 2.555], [0.086, 0.051, 2.056], [-1.088, -0.014, 0.704], [-1.420, -1.398, 3.435], [-2.266, 0.072, 2.889], [-2.587, -1.481, 2.081]],
  "mulliken_charge": [-0.18, -0.60, 0.43, 0.31, 0.48, 2.06, -0.44, 0.90, -0.69, 0.92, -0.45, 0.01, -1.34, 0.26, 0.23, 0.36, 0.37, 0.36]
}

***

7.
{
  "formula": "C5H13N3O",
  "method": "wB97M-V/def2-TZVPD",
  "multiplicity": 1,
  "de_lowest_kcal_mol": 107.9,
  "orbital_gap_ev": [6.65, 7.12],
  "species": ["C", "C", "C", "N", "N", "O", "H", "H", "H", "H", "H", "H", "H", "H", "C", "C", "N", "H", "H", "H", "H", "H"],
  "xyz": [[1.070, -0.952, 0.683], [0.133, -1.059, 1.838], [1.563, 1.502, 0.422], [1.805, 1.566, -0.797], [0.906, -1.834, -0.337], [1.542, 1.756, 1.576], [2.100, -0.697, 0.899], [0.011, 1.023, -1.205], [2.211, 2.438, -1.136], [1.646, -1.794, -1.030], [-0.058, -1.751, -0.880], [0.398, -1.899, 2.492], [0.154, -0.146, 2.432], [-0.891, -1.247, 1.495], [-1.776, 1.100, -0.051], [-1.148, -0.577, -1.729], [-0.868, 0.535, -1.025], [-2.282, 0.326, 0.528], [-2.535, 1.722, -0.537], [-1.214, 1.711, 0.655], [-2.136, -1.006, -1.627], [-0.630, -0.716, -2.667]],
  "mulliken_charge": [-0.31, -1.05, 0.66, -0.66, -0.46, -0.44, 0.58, 0.33, 0.21, 0.30, 0.29, 0.34, 0.26, 0.19, -0.91, -1.08, 0.08, 0.33, 0.33, 0.23, 0.37, 0.41]
}

***

8.
{
  "formula": "C5H10N2",
  "method": "wB97M-V/def2-TZVPD",
  "multiplicity": 1,
  "de_lowest_kcal_mol": 86.4,
  "orbital_gap_ev": 8.93,
  "species": ["C", "C", "C", "C", "C", "N", "N", "H", "H", "H", "H", "H", "H", "H", "H", "H", "H"],
  "xyz": [[0.549, -0.304, 1.225], [-0.521, -0.282, 0.155], [0.409, 0.881, 0.263], [-0.519, -1.313, -0.958], [1.615, 1.249, -0.522], [-2.006, -0.086, 0.583], [-2.450, 0.161, 1.649], [0.183, -0.161, 2.211], [1.374, -1.078, 1.028], [-1.328, -1.202, -1.702], [-0.730, -2.281, -0.443], [0.428, -1.306, -1.612], [1.411, 1.781, -1.562], [2.255, 0.338, -0.590], [2.087, 2.047, 0.097], [-2.543, -0.184, -0.365], [-0.212, 1.741, 0.542]],
  "mulliken_charge": [-1.07, 1.11, -0.02, -1.52, -1.30, 0.35, -0.72, 0.40, 0.21, 0.47, 0.31, 0.30, 0.28, 0.26, 0.35, 0.23, 0.36]
}